C19H25N5O3S | ωB97M-V/def2-TZVPD

ΔE to the lowest compared entry with this formula, charge and spin = 8.7 kcal/mol
Kohn-Sham gap = 8.654 eV
electronic energy = -1636.7410 Eh

Each atom is followed by the atoms it is bonded to, with distances in Å.
Atoms and positions in Å:
1 C -1.3005 -0.0579 2.8650  H2 1.090, O3 1.412, H52 1.093, H53 1.094
2 H -1.0664 -0.9860 2.3443  C1 1.090
3 O -0.6031 0.9635 2.1845  C1 1.412, C4 1.367
4 C -0.7622 2.2538 2.6060  O3 1.367, C5 1.386, C9 1.409
5 C -1.5987 2.6680 3.6301  C4 1.386, C6 1.387, H51 1.078
6 C -1.7052 4.0166 3.9381  C5 1.387, C7 1.381, H50 1.080
7 C -0.9841 4.9583 3.2312  C6 1.381, C8 1.386, H49 1.079
8 C -0.1302 4.5586 2.2153  C7 1.386, C9 1.384, H48 1.077
9 C -0.0093 3.2157 1.9040  C4 1.409, C8 1.384, N10 1.403
10 N 0.8526 2.7288 0.9098  C9 1.403, C11 1.350, H47 1.014
11 C 1.3181 3.3772 -0.1786  N10 1.350, O12 1.211, C13 1.541
12 O 1.1058 4.5354 -0.4598  C11 1.211
13 C 2.1590 2.4566 -1.0835  C11 1.541, C14 1.478, H45 1.091, H46 1.091
14 C 1.4628 1.1666 -1.2712  C13 1.478, N15 1.307, N18 1.367
15 N 1.7751 0.0396 -0.6880  C14 1.307, N16 1.338
16 N 0.8577 -0.8758 -1.0206  N15 1.338, C17 1.303
17 C -0.0196 -0.2942 -1.7893  N16 1.303, N18 1.367, S23 1.746
18 N 0.3114 1.0164 -1.9915  C14 1.367, C17 1.367, C19 1.434
19 C -0.3781 1.9992 -2.7754  N18 1.434, H20 1.090, H21 1.090, H22 1.092
20 H -0.4400 2.9373 -2.2231  C19 1.090
21 H -1.3809 1.6328 -2.9941  C19 1.090
22 H 0.1479 2.1734 -3.7165  C19 1.092
23 S -1.4526 -1.0435 -2.4483  C17 1.746, C24 1.820
24 C -2.1708 -1.6868 -0.9041  S23 1.820, H25 1.090, H26 1.092, C27 1.529
25 H -2.4049 -0.8443 -0.2526  C24 1.090
26 H -3.1037 -2.1659 -1.2075  C24 1.092
27 C -1.3283 -2.6966 -0.1236  C24 1.529, O28 1.215, N29 1.334
28 O -1.4729 -2.7779 1.0802  C27 1.215
29 N -0.5487 -3.4907 -0.8593  C27 1.334, H30 1.010, C31 1.449
30 H -0.3934 -3.2545 -1.8287  N29 1.010
31 C 0.3483 -4.4719 -0.2827  N29 1.449, H32 1.092, C33 1.532, C39 1.543
32 H -0.0376 -4.6729 0.7189  C31 1.092
33 C 0.3822 -5.7216 -1.1678  C31 1.532, C34 1.526, H43 1.089, H44 1.090
34 C 1.4919 -5.4228 -2.1717  C33 1.526, H35 1.089, C36 1.528, H42 1.092
35 H 1.8486 -6.3179 -2.6791  C34 1.089
36 C 2.5707 -4.7700 -1.3083  C34 1.528, H37 1.089, H38 1.091, C39 1.536
37 H 3.2433 -4.1455 -1.8934  C36 1.089
38 H 3.1661 -5.5455 -0.8246  C36 1.091
39 C 1.8024 -3.9575 -0.2547  C31 1.543, C36 1.536, H40 1.088, H41 1.089
40 H 2.2369 -4.0850 0.7346  C39 1.088
41 H 1.8086 -2.8927 -0.4846  C39 1.089
42 H 1.1374 -4.7216 -2.9294  C34 1.092
43 H -0.5821 -5.9144 -1.6364  C33 1.089
44 H 0.6535 -6.5876 -0.5638  C33 1.090
45 H 2.3243 2.9694 -2.0321  C13 1.091
46 H 3.1194 2.2671 -0.6025  C13 1.091
47 H 1.0393 1.7352 0.9916  N10 1.014
48 H 0.4404 5.2814 1.6566  C8 1.077
49 H -1.0757 6.0063 3.4698  C7 1.079
50 H -2.3639 4.3228 4.7367  C6 1.080
51 H -2.1756 1.9499 4.1905  C5 1.078
52 H -0.9768 -0.1305 3.9069  C1 1.093
53 H -2.3813 0.1087 2.8299  C1 1.094

Atom charges from the natural (NBO) analysis, given in e for atoms 1 to 6: -0.27 0.24 -0.53 0.35 -0.31 -0.21